# C48H41GeN3P2Re

A molecular structure, C48H41GeN3P2Re in a non-equilibrium geometry (ωB97M-V/def2-TZVPD, the Open Molecules 2025 dataset).

Multiplicity: 2
Kohn-Sham gap (spin up / spin down): 4.6 / 4.0 eV
⟨S²⟩: 0.833
Total charge: +4
E_LUMO (spin up / spin down): -0.509 / -0.530 Ha
Highest occupied orbital energy (spin up / spin down): -18.4 / -18.4 eV

```
96
Properties=species:S:1:pos:R:3:forces:R:3
Re -0.26651 -0.14547 -0.56837 0.017 -0.072 1.716
Ge -0.61261 -1.04890 1.81363 -0.445 0.094 1.080
P 2.21911 0.07777 -0.66061 -0.453 0.718 -0.317
P 0.44025 2.20673 -0.57266 0.569 -0.654 -0.886
N -2.24545 -1.84350 -2.05039 0.550 0.140 0.513
N 2.04315 1.75845 -0.54719 0.635 0.005 0.036
N -2.04672 -0.61949 -1.61296 0.081 0.876 -0.585
C -4.45897 -0.34057 -1.80706 0.247 0.017 -0.068
C 0.05448 4.96186 -3.52241 0.000 0.053 -0.042
C 2.95318 -1.71753 1.36072 0.049 0.034 0.043
C 1.07600 -4.17404 -1.86378 0.128 0.256 0.177
C -1.10767 2.99490 3.59691 0.585 -0.149 -0.128
C -3.38505 0.05196 1.66480 0.007 -0.073 0.293
C 5.18701 -0.18583 2.02101 -0.032 -0.033 -0.001
C 2.92546 0.64981 -3.25057 -0.037 -0.099 -0.035
C -0.09027 -4.70028 -2.39874 -0.246 -0.041 -0.081
C -1.22888 -3.91115 -2.43883 0.141 -0.329 -0.009
C -4.67960 0.50737 3.63830 0.273 -0.125 0.149
C 0.93937 4.83783 -0.87009 -0.085 0.046 -0.044
C -2.44262 -0.40089 3.83619 -0.178 0.156 0.105
C -3.99843 2.41830 -2.30599 -0.229 -0.073 0.014
C -1.24071 -3.84698 1.34942 0.063 -0.117 0.084
C -3.14119 0.22163 -1.80685 0.143 -0.150 -0.153
C -2.31740 -0.39957 2.44799 -0.395 0.240 -0.273
C 3.84181 -2.16820 2.32615 -0.015 -0.008 -0.010
C -1.15718 -5.19882 1.64776 -0.037 0.033 0.039
C -0.02642 3.76110 -2.83644 0.188 0.020 0.026
C 0.74588 2.35089 2.18333 -0.219 0.038 -0.366
C 4.31146 0.27010 1.04854 0.046 -0.037 0.048
C -1.53403 2.69074 1.26947 0.890 -0.011 -0.335
C 3.70908 0.49712 -4.38190 -0.076 0.004 -0.041
C 1.14529 -2.84301 -1.35164 -0.204 -0.472 -0.125
C -0.14046 2.39809 1.07808 -0.898 -0.486 0.225
C -3.61994 0.05537 4.42469 -0.074 -0.032 -0.077
C 4.82605 -1.39372 -3.37042 -0.066 -0.038 0.049
C -0.26921 -5.64247 2.62752 -0.051 0.181 -0.054
C 4.95385 -1.40464 2.65581 0.053 0.052 0.011
C -1.99937 3.00289 2.52127 0.178 0.008 0.443
C 0.03571 -2.03864 -1.34402 0.392 0.511 -0.598
C 0.47191 -3.37720 3.00149 0.034 -0.223 -0.081
C 3.10572 -0.21724 -2.16437 0.173 -0.119 -0.129
C 0.26582 2.67051 3.42426 -0.831 0.246 0.406
C -5.51956 0.47071 -2.05317 -0.100 0.619 -0.136
C -0.42593 -2.93265 2.02922 -0.006 -0.357 -0.419
C -2.92710 1.61457 -2.06003 -0.238 -0.444 0.123
C 4.05342 -1.24878 -2.22853 0.053 0.107 -0.086
C 0.42108 3.70338 -1.51130 -0.620 0.091 -0.145
C 0.54154 -4.73534 3.29942 -0.022 0.079 0.017
C 0.57267 6.08995 -2.89316 0.028 -0.033 0.130
C 3.18590 -0.49942 0.71958 -0.012 -0.213 0.074
C -4.55847 0.51022 2.25687 0.146 -0.098 -0.149
C -1.15317 -2.59725 -1.92952 -0.352 -0.071 -0.260
C -5.30543 1.86204 -2.29945 -0.055 -0.324 0.050
C 1.02341 6.02696 -1.57472 -0.064 -0.039 -0.176
C 4.65358 -0.52142 -4.44073 0.039 -0.030 -0.048
H -5.38434 0.85636 1.64639 0.017 -0.053 -0.006
H -1.46847 3.24646 4.58894 0.051 -0.002 -0.070
H -2.16507 -4.27102 -2.85329 0.055 0.035 0.031
H 5.64839 -1.75947 3.40858 -0.035 0.027 -0.052
H -1.96904 -3.50749 0.61618 0.035 -0.012 0.088
H -2.20772 2.72137 0.41972 0.059 0.011 -0.017
H 4.53184 1.20472 0.54253 -0.038 -0.045 0.020
H 5.26440 -0.63486 -5.32853 -0.011 0.019 0.055
H 0.62602 7.02794 -3.43098 0.011 -0.023 0.000
H -5.60187 0.82517 4.10472 0.014 0.067 0.026
H -0.39853 2.87988 -3.35041 0.020 0.017 0.054
H 4.21821 -1.91088 -1.38424 0.043 0.086 -0.006
H 3.58954 1.17415 -5.21888 0.005 -0.042 0.042
H 2.09699 -2.50667 -0.97321 0.040 -0.079 -0.051
H 1.22307 -5.08532 4.06364 -0.036 0.010 0.040
H 0.51619 -0.35504 2.59898 0.066 0.037 -0.254
H -3.85551 3.46721 -2.53852 -0.069 -0.061 -0.016
H 1.42946 6.90684 -1.09567 0.003 0.025 0.000
H -3.32152 0.03136 0.58490 0.006 0.030 0.007
H 1.09903 -2.67747 3.54450 0.000 -0.020 -0.031
H 1.79021 2.09905 2.04364 -0.012 0.015 -0.042
H -6.52466 0.06641 -2.07196 0.020 0.091 0.028
H 0.93360 2.69690 4.27721 -0.074 -0.023 -0.021
H -3.04131 3.24997 2.67758 0.041 -0.015 0.011
H -4.59445 -1.39627 -1.60952 0.041 0.077 0.003
H -3.71981 0.04093 5.50198 0.000 -0.023 0.008
H -0.28203 5.02032 -4.55039 0.021 0.013 0.051
H -1.79948 -5.91032 1.14312 0.006 0.025 0.030
H -1.92308 1.99121 -2.14665 0.122 0.020 0.088
H 2.18933 1.44589 -3.21455 0.066 0.025 0.026
H -1.64154 -0.77052 4.47142 -0.058 0.069 -0.017
H 2.08412 -2.32028 1.12876 0.009 0.014 0.002
H 6.06102 0.40137 2.27503 -0.044 -0.027 -0.009
H 3.67093 -3.12073 2.81502 0.006 0.075 -0.024
H -0.23095 -6.69157 2.88511 0.048 -0.043 -0.040
H 2.79880 2.42229 -0.70143 -0.038 -0.039 0.049
H 1.97053 -4.78854 -1.84294 -0.030 0.051 0.000
H 1.27518 4.80354 0.16190 -0.061 -0.022 -0.028
H 5.57550 -2.17424 -3.42159 -0.044 0.042 0.004
H -6.15950 2.50181 -2.50120 0.065 -0.049 0.011
H -0.10722 -5.70876 -2.79247 0.012 0.026 0.018
```
Positions in Å, forces in eV/Å.

Here are the Löwdin charges for atoms 1 to 5, given in e: 1.0515, 0.9271, 0.8924, 0.8242, 0.1729

=====

# C48H42Cl4FMoN6O8S

A molecular structure, C48H42Cl4FMoN6O8S in a non-equilibrium geometry (ωB97M-V/def2-TZVPD, the Open Molecules 2025 dataset).

Multiplicity: 3
Kohn-Sham gap (spin up / spin down): 2.5 / 4.4 eV
Energy relative to the best compared isomer or geometry (same formula, charge and spin): 0.0 kJ/mol
⟨S²⟩: 2.042
Total charge: -1
E_LUMO (spin up / spin down): 0.001 / 0.001 Ha
Highest occupied orbital energy (spin up / spin down): -2.5 / -4.4 eV

```
111
Properties=species:S:1:pos:R:3:forces:R:3
Mo -2.44455 -0.66774 0.13347 -2.482 -0.443 1.186
Cl -4.92405 2.95351 -1.85312 -0.918 -0.484 0.936
Cl -8.96418 1.02676 1.41911 -0.447 -0.040 0.316
Cl -7.28818 -1.66317 1.75797 -0.231 -0.048 0.116
Cl -7.87258 3.35392 -0.23570 0.046 0.269 -0.336
S 0.45475 -3.45882 -2.17605 -2.404 0.332 0.453
F 4.32037 0.52023 0.45842 -0.139 -0.323 -0.426
O -4.52403 -1.31339 0.66130 0.548 -0.698 -0.816
O -3.66369 0.59009 -0.82622 0.027 0.193 0.816
O -3.65479 2.15719 2.86133 0.880 -0.060 -0.405
O -2.98993 0.28109 1.88200 0.014 0.298 -0.583
O 1.48401 -2.53989 -1.76364 0.567 -0.496 -0.125
O 0.28333 -3.68509 -3.61625 0.656 -0.078 1.192
O -2.06898 -2.18548 1.04339 -0.833 -1.633 1.605
O -0.52233 -0.11245 1.12309 -0.805 1.277 0.264
N 4.44986 4.75160 -4.47373 -2.020 -1.079 1.684
N -2.91311 -1.81411 -1.78401 0.302 -1.313 0.403
N 0.11867 3.91662 1.84512 1.367 0.965 -0.678
N 4.77513 3.28998 0.43623 1.306 0.904 -0.839
N 7.50600 4.08959 -0.10450 -0.886 0.531 0.857
N -0.92955 -2.95330 -1.43078 2.050 -0.149 -0.367
C 2.36172 -6.62563 -0.40233 -0.459 -0.115 0.778
C -4.92559 0.68868 -0.37087 0.432 0.675 -1.333
C -6.71835 -0.32723 0.82715 0.514 0.034 0.389
C 0.29249 5.36022 2.06328 0.334 0.888 -1.446
C 2.11537 -5.41203 -1.02923 -0.854 0.625 -0.891
C -3.13870 -2.35631 3.27621 -2.163 -1.005 -0.729
C 2.44732 3.31470 -3.56097 0.105 0.396 0.182
C -3.74671 -4.08859 1.46261 -1.837 0.496 -0.048
C 2.59201 1.90137 -3.58445 0.724 -0.074 -0.699
C -0.18841 6.05826 3.33112 1.273 -0.628 -1.465
C -6.93199 1.90913 -0.11898 -0.522 0.124 0.506
C -2.05291 -2.83226 -2.11538 -1.150 -1.049 -2.007
C 1.18045 3.10981 1.29965 1.158 0.499 1.416
C 0.43189 1.68245 -2.58820 1.081 -0.219 -0.494
C 3.21672 1.31082 0.61731 0.632 2.307 1.221
C -2.43527 -3.83705 -3.15539 -1.678 2.267 1.571
C -5.68926 1.80873 -0.73165 0.836 -0.848 0.282
C -7.41770 0.87341 0.70697 0.349 0.050 -1.207
C -2.81682 1.52085 2.23091 0.248 0.520 0.019
C 0.76621 -5.07012 -1.35929 1.623 -0.393 0.193
C -0.36420 1.17228 1.42706 0.174 -0.834 -0.802
C -4.49923 -2.65094 -3.39958 -1.877 0.141 0.120
C 6.76588 4.66627 1.11212 0.910 -0.860 0.786
C -1.44051 2.07644 1.85325 0.580 0.209 -0.070
C 3.53137 2.73535 0.72172 -2.300 -1.805 0.478
C 0.96101 1.69135 1.20322 -2.035 0.268 0.327
C 0.23246 3.05990 -2.69735 0.563 0.125 -0.410
C 1.30961 -7.46829 0.01389 0.087 1.081 -0.148
C -1.23330 0.13534 -1.27378 2.593 2.995 -1.996
C 2.48306 3.63491 1.10581 -0.875 -0.784 -0.934
C 1.33502 5.91278 2.96644 -1.179 -1.357 1.773
C 3.54617 4.18807 -3.96815 1.427 0.076 -1.730
C -1.46139 -4.05744 2.39873 -0.042 0.764 -0.553
C 5.47657 2.74909 -0.75412 -1.309 0.796 1.164
C -0.52746 0.93927 -1.92551 -2.600 -3.377 1.919
C -3.71986 -3.76182 -3.71939 3.190 0.348 1.993
C 1.22591 3.88806 -3.16053 0.967 0.015 0.045
C -2.69258 -3.15467 2.06428 2.557 -0.705 -0.877
C -4.11214 -1.77453 -2.40226 -0.993 1.707 -0.753
C -0.24225 -6.01578 -1.09887 1.264 1.282 -0.660
C -5.40378 -0.41603 0.36597 0.305 1.301 0.234
C -1.13120 3.40934 1.99449 -1.200 -1.262 0.293
C 5.67353 3.66832 1.55447 -0.581 0.467 -0.765
C 1.97714 0.76006 0.85567 1.448 0.531 -1.114
C 6.49456 3.79333 -1.16349 -0.694 0.653 -1.659
C 1.61584 1.05078 -3.10668 -0.940 1.694 0.097
C 1.40804 -8.55555 1.04427 0.521 0.673 1.049
C 0.03534 -7.20909 -0.47782 -0.416 -0.444 0.430
H 0.32582 6.05432 1.18235 -0.865 -1.228 0.187
H 5.09398 4.13488 2.37270 0.103 -0.211 -0.548
H 3.38131 -6.86411 -0.13051 0.061 -0.050 0.197
H -1.21823 -5.73327 -1.37376 -1.223 0.054 -0.254
H -1.80756 -4.80888 3.12137 0.301 -0.047 -0.266
H -0.52248 5.34618 4.07645 -0.306 0.525 0.131
H 7.91924 3.18270 0.09255 0.593 0.122 0.460
H -2.35673 -1.81878 3.75214 0.676 0.806 -0.005
H -4.78883 -0.86363 -2.18842 1.296 -1.818 -0.122
H 1.44056 -9.43199 0.42084 -0.312 -1.114 0.526
H 5.88180 1.80443 -0.43427 0.926 -0.655 -0.350
H -0.67892 -3.42748 2.86372 -0.235 -0.417 -0.292
H -1.89403 4.12538 2.29031 0.091 -0.227 0.044
H -3.60623 -4.40200 0.42992 0.708 0.307 -0.157
H -3.89052 -5.06576 2.00935 0.296 1.257 -0.033
H -0.66265 7.04122 3.14484 0.222 -0.905 0.607
H 8.19552 4.81171 -0.36953 -0.207 -0.890 -0.264
H -0.71505 3.46920 -2.44172 -0.585 0.160 0.429
H -4.70337 -3.51491 1.41752 0.459 -0.676 0.219
H -1.68569 -4.59431 -3.19277 -0.306 -0.703 -0.768
H 0.50710 -8.46804 1.76989 1.593 -0.547 -1.327
H 6.38559 5.61012 0.77225 -0.478 0.363 -0.253
H 2.71575 4.70338 1.00015 -0.361 -0.465 0.320
H 7.02290 3.37214 -2.02505 0.089 0.663 -0.093
H 1.11454 4.97503 -3.16774 -0.057 -0.375 -0.077
H -4.01050 -1.75140 2.93697 0.859 0.021 0.579
H 1.65672 -0.02668 -3.17460 0.179 -0.030 0.217
H 2.96080 -4.72261 -1.27193 -0.989 -0.602 0.222
H 5.97955 4.78344 -1.35747 0.573 -1.306 -0.226
H 1.81658 -0.29853 0.60710 -0.287 0.604 0.509
H 1.78612 6.86167 2.69999 0.545 -0.509 -0.033
H -1.07273 -4.50169 1.43518 -0.364 0.302 1.165
H 6.14340 2.79473 1.97016 0.544 -0.707 0.421
H 4.75162 2.49645 -1.60908 0.947 0.780 1.282
H -4.07359 -4.62076 -4.20214 -0.641 -0.785 -1.219
H 7.53839 4.90113 1.90538 -0.883 -0.573 -0.765
H -3.52663 -3.06081 4.03748 0.120 0.040 -0.367
H 3.47122 1.47150 -4.09717 -0.344 0.316 0.536
H 2.37468 -8.49572 1.63652 -1.189 -0.074 -0.667
H -0.77140 -7.94864 -0.28694 0.498 0.735 0.016
H -5.53578 -2.59109 -3.83272 1.224 0.218 0.576
H 1.83948 5.07833 3.52094 -0.055 1.460 -0.283
```
Positions in Å, forces in eV/Å.

Here are the Löwdin charges for atoms 1 to 5, given in e: 1.9264, 0.6506, 0.6470, 0.6867, 0.6240